Entry 1:
ORCA calculation (ωB97M-V/def2-TZVPD) on a single C4H9NO2 molecule.

XYZ file:
```
16
Properties=species:S:1:pos:R:3:nbo_charge:R:1
C 0.39 0.21 2.68 -0.61
C -0.23 0.84 1.44 -0.22
N 0.40 0.36 0.22 -0.63
C -0.29 -0.25 -0.77 0.89
O -1.48 -0.50 -0.77 -0.66
O 0.56 -0.53 -1.80 -0.53
C -0.06 -0.71 -3.07 -0.26
H 1.46 0.43 2.73 0.20
H -0.07 0.59 3.60 0.21
H 0.27 -0.88 2.65 0.21
H -1.29 0.58 1.35 0.23
H -0.16 1.93 1.48 0.18
H 1.37 0.57 0.04 0.40
H 0.58 -1.38 -3.65 0.19
H -1.06 -1.13 -2.95 0.21
H -0.12 0.26 -3.57 0.18
```

Computed properties:
**SMILES**: CCNC(=O)OC
**Total charge**: 0
**Lowest unoccupied orbital energy**: 0.91 eV
**ΔE to the lowest compared entry with this formula, charge and spin**: 0.507 eV



Entry 2:
ORCA calculation (ωB97M-V/def2-TZVPD) on 8 unconnected molecules or ions with the total composition C24H20B2N6O18 at a distorted geometry.

XYZ file:
```
70
Properties=species:S:1:pos:R:3:nbo_charge:R:1
O 2.43 -1.68 -2.05 -0.50
C 1.47 -1.46 -1.38 0.67
O 1.31 -0.49 -0.48 -0.66
B -0.06 -0.53 0.06 1.19
O -0.66 -1.75 -0.49 -0.68
C 0.15 -2.26 -1.41 0.69
O -0.14 -3.16 -2.15 -0.60
O -0.81 0.69 -0.37 -0.67
C -1.01 1.46 0.67 0.68
O -1.55 2.54 0.67 -0.61
C -0.55 0.71 1.94 0.68
O -0.07 -0.47 1.53 -0.67
O -0.70 1.09 3.05 -0.51
O 5.29 -1.61 -1.20 -0.53
C 5.46 -1.78 -0.03 0.67
O 4.55 -1.96 0.91 -0.66
B 5.21 -2.03 2.23 1.15
O 6.66 -2.08 1.93 -0.66
C 6.85 -1.91 0.63 0.68
O 7.91 -1.82 0.08 -0.58
O 4.91 -0.99 3.20 -0.67
C 4.17 -1.47 4.20 0.68
O 3.76 -0.84 5.12 -0.53
C 3.99 -2.98 3.92 0.68
O 4.76 -3.28 2.89 -0.65
O 3.34 -3.78 4.54 -0.60
C 0.20 5.13 1.46 -0.72
C -0.25 4.56 2.72 0.27
N -0.63 4.10 3.70 -0.30
H -0.53 5.87 1.14 0.24
H 0.28 4.43 0.62 0.26
H 1.19 5.56 1.61 0.24
C -4.39 2.41 2.32 -0.72
C -3.76 2.01 3.57 0.28
N -3.24 1.62 4.52 -0.31
H -3.89 3.32 1.98 0.27
H -5.47 2.52 2.41 0.23
H -4.23 1.60 1.61 0.25
C -3.02 -3.88 0.16 -0.72
C -3.70 -4.35 -1.04 0.31
N -4.24 -4.71 -1.98 -0.37
H -3.24 -2.85 0.40 0.26
H -1.97 -4.12 0.08 0.28
H -3.40 -4.48 1.00 0.24
C 0.31 -4.17 -4.95 -0.72
C 1.43 -3.29 -5.26 0.29
N 2.31 -2.60 -5.51 -0.34
H -0.57 -3.60 -4.68 0.27
H 0.48 -4.88 -4.15 0.27
H 0.17 -4.79 -5.85 0.23
C 0.29 -3.73 4.76 -0.71
C 0.75 -2.80 5.79 0.30
N 1.08 -2.07 6.61 -0.34
H 0.58 -3.36 3.78 0.26
H -0.79 -3.84 4.87 0.23
H 0.77 -4.69 4.92 0.25
C -0.95 3.22 -2.67 -0.15
C -1.86 2.45 -3.38 -0.20
C -2.72 3.08 -4.28 -0.21
C -2.62 4.45 -4.41 0.07
C -1.64 5.21 -3.81 -0.22
C -0.74 4.56 -2.98 -0.21
N -3.56 5.12 -5.30 0.52
O -4.19 4.46 -6.10 -0.39
O -3.67 6.34 -5.21 -0.40
H -0.23 2.75 -2.01 0.24
H -2.00 1.40 -3.17 0.24
H -3.45 2.51 -4.83 0.24
H -1.64 6.28 -3.90 0.24
H 0.09 5.10 -2.55 0.22
```

Computed properties:
**Total charge**: -2
**Lowest unoccupied orbital energy**: 2.47 eV
**ΔE to the lowest compared entry with this formula, charge and spin**: 0.094 eV



Entry 3:
ORCA calculation (ωB97M-V/def2-TZVPD) on a molecular structure, C20H50Cl6CsF3N4Na2O9PS2Si at a distorted geometry.

XYZ file:
```
99
Properties=species:S:1:pos:R:3:mulliken_charge:R:1
C 0.14 2.59 -0.46 -0.64
N 1.13 2.79 0.64 -0.07
C 2.37 1.96 0.49 -0.44
Si 2.42 0.78 2.03 0.28
C 1.21 1.36 3.44 -0.60
C 2.10 1.92 4.65 -0.14
O 3.20 1.03 5.00 -0.56
C 1.22 2.10 6.01 -0.45
N -0.17 2.52 5.65 -0.39
P 1.74 -1.30 1.52 0.23
S 0.89 -1.22 -0.25 -0.41
H -0.37 3.66 -0.71 0.29
H 0.55 2.11 -1.41 -0.03
H -0.67 1.88 -0.05 0.12
H 1.34 3.78 0.81 0.25
H 3.29 2.66 0.48 0.30
H 2.40 1.34 -0.47 0.14
H 3.83 0.78 2.49 -0.26
H 0.42 2.09 3.06 0.46
H 0.63 0.45 3.86 0.26
H 2.56 2.92 4.30 0.32
H 4.03 1.58 5.03 0.36
H 1.75 2.92 6.62 0.27
H 1.23 1.10 6.58 0.29
H -0.25 3.56 5.72 0.26
H -0.84 2.11 6.31 -0.05
H 0.73 -1.67 2.47 -0.04
H 2.87 -2.18 1.58 -0.01
C 0.16 -7.39 4.94 -1.35
C 0.84 -7.41 3.58 -0.16
O 0.60 -6.19 2.88 -0.23
C 1.35 -5.14 3.28 -0.07
O 2.18 -5.18 4.16 -0.56
C 1.04 -3.90 2.43 1.20
F -0.28 -3.69 2.30 -0.24
F 1.53 -4.02 1.19 -0.22
F 1.57 -2.75 2.96 -0.13
H -0.91 -7.18 4.84 0.25
H 0.28 -8.36 5.45 0.38
H 0.57 -6.61 5.59 0.56
H 0.42 -8.21 2.97 0.28
H 1.92 -7.60 3.67 0.32
Na -1.49 1.28 7.46 0.95
C -2.65 -10.10 2.60 -1.35
C -1.59 -10.83 3.43 0.55
C -1.74 -12.37 3.38 -0.89
O -2.79 -12.88 4.19 -0.39
C -4.08 -12.82 3.59 -0.64
N -1.63 -10.33 4.81 -0.55
H -3.62 -10.07 3.09 0.30
H -2.34 -9.06 2.45 0.25
H -2.76 -10.55 1.62 0.38
H -0.62 -10.59 3.00 0.22
H -0.82 -12.80 3.79 0.36
H -1.83 -12.73 2.35 0.46
H -4.03 -12.98 2.51 0.30
H -4.56 -11.87 3.81 0.23
H -4.69 -13.61 4.03 0.26
H -0.87 -10.76 5.33 0.26
H -2.47 -10.71 5.25 0.27
Cl -1.49 4.36 -1.54 -0.71
Na 2.45 -8.27 5.71 0.93
C 1.97 4.50 -3.53 0.08
Cl 2.09 2.76 -3.24 -0.11
Cl 2.58 5.41 -2.15 -0.13
Cl 2.84 4.95 -5.01 -0.12
H 0.92 4.75 -3.67 0.21
Cl 4.70 6.29 -7.20 -0.18
C 3.30 6.53 -8.27 -0.35
C 3.68 7.16 -9.59 -0.40
Cl 4.19 8.86 -9.41 -0.18
H 2.57 7.14 -7.73 0.23
H 2.86 5.55 -8.44 0.35
H 2.81 7.17 -10.25 0.18
H 4.48 6.62 -10.08 0.38
O -1.07 6.14 9.01 -0.85
S -2.10 6.11 7.95 1.16
O -3.20 7.03 8.32 -0.75
O -2.64 4.73 7.83 -0.75
O -1.51 6.53 6.68 -0.68
Cs -2.80 5.40 10.59 0.91
C -3.12 7.69 -8.09 -1.45
C -2.43 6.33 -8.03 0.10
C -0.91 6.43 -8.20 -0.58
O -0.60 6.64 -9.58 -0.42
C -0.19 7.97 -9.89 -0.64
N -2.95 5.50 -9.17 -0.27
H -3.05 8.15 -9.08 0.39
H -4.19 7.58 -7.86 0.42
H -2.69 8.37 -7.36 0.36
H -2.69 5.82 -7.11 0.40
H -0.47 5.47 -7.93 0.34
H -0.47 7.18 -7.54 0.45
H 0.38 8.43 -9.07 0.34
H -1.06 8.58 -10.12 0.24
H 0.45 7.94 -10.77 0.24
H -3.96 5.57 -9.31 0.36
H -2.70 4.51 -9.06 0.36
H -2.47 5.81 -10.03 0.34
```

Computed properties:
**Total charge**: +1
**Lowest unoccupied orbital energy**: -4.82 eV



Entry 4:
ORCA calculation (ωB97M-V/def2-TZVPD) on a molecular structure, C3H2HgLiO3 at a distorted geometry.

XYZ file:
```
10
Properties=species:S:1:pos:R:3:nbo_charge:R:1
C -0.63 -0.04 -0.27 0.23
C 0.40 -0.14 0.70 0.22
O 1.44 0.66 0.59 -0.51
C 2.79 0.15 0.81 0.27
O 3.11 -0.75 0.04 -0.72
O -1.74 -0.59 -0.13 -0.69
Li 4.69 -0.55 1.19 0.94
H 0.25 -0.70 1.63 0.19
H -0.03 -0.15 -1.24 0.17
Hg -4.22 -0.17 -0.21 0.92
```

Computed properties:
**Expectation value of S²**: 2.01
**Total charge**: +1
**Multiplicity**: 3
**Lowest unoccupied orbital energy (spin up / spin down)**: -3.39 / -8.00 eV
**ΔE to the lowest compared entry with this formula, charge and spin**: 3.163 eV